A 3-piece molecular cluster, H3N3O2 overall. Source: the OMol25 dataset; level of theory: ωB97M-V/def2-TZVPD.

Last column: Löwdin charge in e.
Atoms and positions in Å:
N 5.71554 -1.27516 0.14203  -0.395
N -10.61647 2.75652 0.31879  0.059
N -10.78994 -0.79794 -0.00546  -0.432
O -10.16006 -1.39909 0.92147  -0.267
O -10.85018 -1.22376 -1.17943  -0.247
H 4.76210 -1.43012 -0.30991  -0.310
H 5.81661 -0.19228 0.10154  -0.295
H -10.35550 1.73307 0.36615  -0.113

The total charge is -2. Its spin multiplicity is 1. Its energy relative to the best compared isomer or geometry (same formula, charge and spin) is 81.2 kcal/mol. As for the gap between HOMO and LUMO (spin up / spin down): 3.009 / 3.016 eV. The value obtained for the total energy is -8605.7687 eV.



One molecule with the formula C3H6N2OS. Source: the OMol25 dataset; level of theory: ωB97M-V/def2-TZVPD.

Last column: Löwdin charge in e.
Atoms and positions in Å:
C 2.49950 -0.03215 -0.06366  -0.001
C 1.28369 -0.70481 0.14006  -0.116
C -0.17693 -0.24182 0.06389  -0.497
N -1.08773 -1.10630 0.14926  -0.192
S -2.74616 -0.40182 -0.16677  0.758
N -0.30940 1.15503 -0.36157  0.022
O -1.49163 1.49200 0.42661  -0.281
H 2.71369 1.02848 -0.34624  0.060
H 3.17248 -0.92576 -0.42489  0.087
H 1.18651 -1.81930 0.47023  0.124
H -3.19977 -1.64606 0.23848  -0.114
H 0.44852 1.60000 0.11847  0.090
H -2.29278 1.60252 -0.24387  0.060

Its spin multiplicity is 1. Its SMILES is C=C/C(=N/S)NO. Its energy relative to the best compared isomer or geometry (same formula, charge and spin) is 143.0 kcal/mol. As for the gap between HOMO and LUMO: 8.969 eV. The value obtained for the total energy is -19065.9658 eV.



A 7-piece molecular cluster, H14O7 overall. Source: the OMol25 dataset; level of theory: ωB97M-V/def2-TZVPD.

Last column: Löwdin charge in e.
Atoms and positions in Å:
O 0.55350 -2.24252 -2.32369  -0.082
H -0.40208 -2.26689 -2.36970  0.010
H 0.58224 -1.63055 -1.51673  0.029
O 1.16210 2.45299 -0.72099  -0.012
H 0.66245 3.09926 -0.11554  0.100
H 0.57265 2.08977 -1.24514  -0.114
O 0.24238 -0.02342 0.83978  -0.032
H 0.17294 0.42904 1.67877  0.030
H -0.11195 0.69037 0.34635  0.025
O 2.24347 -0.36845 -0.79159  -0.108
H 1.43592 -0.25233 -0.33806  -0.083
H 2.83331 -1.23157 -0.64497  0.130
O -0.40298 0.64834 3.55640  -0.028
H -0.47856 1.44697 3.99855  0.002
H -0.25233 0.04509 4.35011  0.105
O -2.10808 -1.81928 1.22918  -0.159
H -2.15500 -2.70438 0.74969  0.050
H -1.10405 -1.51522 1.07417  0.060
O -0.80043 1.09902 -2.47482  -0.079
H -1.52487 0.46177 -2.05831  0.123
H -1.12061 1.59201 -3.22346  0.034

Its spin multiplicity is 1. Its SMILES is O.O.O.O.O.O.O. Its energy relative to the best compared isomer or geometry (same formula, charge and spin) is 78.2 kcal/mol. As for the gap between HOMO and LUMO: 10.427 eV. The value obtained for the total energy is -14558.0713 eV.



An isolated ion of composition C16H19N3O8S and charge -2. Source: the OMol25 dataset; level of theory: ωB97M-V/def2-TZVPD.

Last column: Löwdin charge in e.
Atoms and positions in Å:
C -5.35317 -3.14847 -1.28767  0.022
C -5.89319 -2.02930 -0.42942  -0.570
O -6.67640 -2.18556 0.47884  0.068
O -5.38910 -0.87082 -0.81622  0.014
C -5.59451 0.29411 0.00760  -0.101
C -4.36234 0.54676 0.81555  -0.216
C -3.46315 1.51436 0.52199  -0.148
C -3.43317 2.43085 -0.66116  -0.448
O -4.39084 2.77931 -1.32029  0.071
O -2.18807 2.73173 -0.92175  0.124
C -1.25820 2.31116 0.22915  -0.577
O -0.54332 3.22374 0.64892  -0.017
C -0.60902 0.87655 -0.01510  -0.185
N 0.80610 0.94139 0.10271  0.101
C 1.68017 0.15267 -0.57595  -0.481
O 1.31347 -0.80083 -1.23677  0.042
C 3.12649 0.55763 -0.38136  -0.129
C 4.07031 -0.11857 -1.37290  -0.203
C 5.54287 0.12479 -1.03314  -0.183
C 6.05156 -0.63706 0.19197  -0.325
N 5.47328 -0.09236 1.42728  0.011
C 7.64230 -0.52219 0.22190  -0.734
O 8.25024 -1.17741 -0.63485  -0.079
O 8.09537 0.22169 1.10824  -0.085
C -1.40346 0.42310 1.22437  -0.486
S -2.29295 -1.16174 1.20574  0.896
C -3.91281 -0.46621 1.80311  -0.384
N -2.26570 1.60768 1.16603  0.054
H -4.33921 -3.35999 -0.95207  0.087
H -5.96731 -4.03716 -1.17616  0.078
H -5.30869 -2.83227 -2.32538  0.083
H -6.46717 0.11263 0.64616  0.124
H -5.77000 1.12848 -0.67311  0.117
H -0.92022 0.37062 -0.92953  0.151
H 1.10691 1.81707 0.52249  0.134
H 3.44888 0.27840 0.62676  0.097
H 3.20714 1.64400 -0.46140  0.121
H 3.86611 -1.19080 -1.37353  0.107
H 3.86096 0.25444 -2.38099  0.106
H 6.16189 -0.18948 -1.87807  0.106
H 5.70919 1.19336 -0.87134  0.117
H 5.78098 -1.69497 0.09227  0.132
H 6.11837 0.65937 1.69418  0.064
H 5.57614 -0.79332 2.15854  0.066
H -0.79602 0.45431 2.13338  0.112
H -4.59348 -1.30772 1.90011  0.066
H -3.69726 -0.03396 2.78089  0.081

The total charge is -2. Its spin multiplicity is 1. Its SMILES is CC(=O)OCC1=C2C(=O)O[C@]3([O-])[C@@H](NC(=O)CCC[C@H](N)C(=O)[O-])[C@H](SC1)N23. Its energy relative to the best compared isomer or geometry (same formula, charge and spin) is 0.0 kcal/mol. As for the gap between HOMO and LUMO: 6.504 eV. The value obtained for the total energy is -48588.7617 eV.



An isolated ion of composition C21H37ClN and charge +1. Source: the OMol25 dataset; level of theory: ωB97M-V/def2-TZVPD.

Last column: Löwdin charge in e.
Atoms and positions in Å:
C 2.89215 0.43351 -5.13689  -0.111
C 1.64242 0.93668 -4.42588  -0.271
C 1.96349 1.49343 -3.03996  -0.234
C 0.71376 2.02778 -2.33933  -0.204
C 0.97311 2.54186 -0.91485  -0.177
C 0.50115 1.59433 0.19644  -0.164
C 1.32516 0.30956 0.20134  -0.120
N 0.89849 -0.75329 1.16273  -0.232
C 1.78753 -1.94446 0.98410  -0.162
C 3.25127 -1.75933 1.35653  -0.043
C 0.99038 -0.20996 2.55412  -0.160
C 0.68372 -1.18993 3.67629  -0.037
C -0.51750 -1.17159 0.91630  -0.120
C -0.90479 -1.52436 -0.52013  -0.143
C -2.33988 -2.07181 -0.57874  -0.169
C -3.43180 -0.99138 -0.56723  -0.139
C -3.41443 -0.14731 0.67469  -0.257
C -3.09447 1.20481 0.61520  -0.056
C -2.96910 1.96096 1.76856  -0.099
C -3.17095 1.36108 3.00198  -0.676
Cl -2.95018 2.27950 4.45232  0.689
C -3.54992 0.02782 3.07978  -0.094
C -3.67363 -0.71397 1.92011  -0.040
H 3.36795 -0.36234 -4.56703  0.070
H 3.60981 1.24044 -5.26195  0.075
H 2.63986 0.04587 -6.11999  0.072
H 0.92248 0.11900 -4.33289  0.107
H 1.17536 1.71890 -5.02637  0.113
H 2.68541 2.30559 -3.14194  0.122
H 2.44001 0.71026 -2.44442  0.100
H -0.05721 1.25305 -2.32292  0.100
H 0.32050 2.84388 -2.94621  0.118
H 0.44542 3.48474 -0.77164  0.116
H 2.03718 2.74875 -0.79070  0.117
H 0.60585 2.11984 1.14614  0.118
H -0.55630 1.38225 0.04316  0.088
H 2.35839 0.57079 0.43342  0.136
H 1.30122 -0.13024 -0.79498  0.120
H 1.37066 -2.75698 1.58043  0.133
H 1.73002 -2.23574 -0.06555  0.130
H 3.75970 -2.70116 1.16377  0.097
H 3.38863 -1.52621 2.40788  0.080
H 3.74365 -1.00018 0.75619  0.081
H 0.28481 0.61855 2.62452  0.126
H 1.99737 0.18866 2.68344  0.136
H -0.34008 -1.54974 3.63817  0.079
H 1.36282 -2.03692 3.69519  0.080
H 0.80174 -0.65682 4.61655  0.098
H -0.70828 -2.04610 1.53975  0.135
H -1.16055 -0.36605 1.26684  0.106
H -0.84672 -0.65156 -1.16969  0.105
H -0.23771 -2.29153 -0.91587  0.116
H -2.49897 -2.76589 0.24749  0.113
H -2.44814 -2.63767 -1.50472  0.120
H -4.39761 -1.49349 -0.64898  0.127
H -3.31536 -0.35407 -1.44522  0.119
H -2.94811 1.67821 -0.34527  0.120
H -2.71600 3.00757 1.71251  0.111
H -3.74865 -0.41889 4.04071  0.110
H -3.97518 -1.74869 1.98267  0.124

The total charge is +1. Its spin multiplicity is 1. Its SMILES is CCCCCCC[N+](CC)(CC)CCCCc1ccc(Cl)cc1. Its energy relative to the best compared isomer or geometry (same formula, charge and spin) is 2.8 kcal/mol. As for the gap between HOMO and LUMO: 9.611 eV. The value obtained for the total energy is -36384.8984 eV.



C25H23ClO2OsP as an isolated structure. Source: the OMol25 dataset; level of theory: ωB97M-V/def2-TZVPD.

Last column: Löwdin charge in e.
Atoms and positions in Å:
C -0.93322 1.30405 3.51711  -0.166
C -0.61594 1.86336 2.25364  -0.217
C -1.72331 1.60647 1.35304  -0.231
H 0.27138 2.43294 2.07450  0.103
C -2.71699 0.84475 2.08337  -0.184
C -2.23367 0.71195 3.43296  -0.149
H -2.82266 0.33844 4.26071  0.142
H -0.32438 1.40239 4.39590  0.138
H -1.79160 1.87734 0.30359  0.100
H -3.64776 0.45205 1.66556  0.130
Os -0.82008 -0.22612 1.94696  1.393
Cl -2.02266 -1.96030 0.86682  0.175
P -0.00866 -0.14303 -0.36755  0.959
C -0.95249 0.76311 -1.73614  -0.352
C -0.33224 1.62733 -2.65382  -0.073
H 0.70908 1.92194 -2.52820  0.107
C -1.01654 2.09340 -3.78728  -0.055
H -0.49492 2.73040 -4.50660  0.117
C -2.34711 1.73892 -3.99790  -0.059
H -2.87870 2.09403 -4.88463  0.117
C -3.00177 0.93536 -3.05388  -0.058
H -4.04611 0.65555 -3.20817  0.115
C -2.31956 0.46870 -1.92620  -0.107
H -2.84594 -0.16302 -1.20789  0.078
C 1.57845 0.79745 -0.55115  -0.355
C 1.64328 2.09837 -0.02547  -0.132
H 0.74855 2.57200 0.37107  0.079
C 2.81822 2.83748 -0.05133  -0.059
H 2.86008 3.78868 0.48207  0.116
C 3.90456 2.36448 -0.79703  -0.055
H 4.81304 2.96536 -0.86707  0.116
C 3.80716 1.13282 -1.44632  -0.050
H 4.62324 0.78156 -2.07829  0.116
C 2.66771 0.32834 -1.29208  -0.060
H 2.61935 -0.64516 -1.77999  0.108
C 0.39248 -1.63700 -1.35657  -0.397
C 0.26502 -1.72543 -2.74925  -0.066
H -0.22470 -0.93834 -3.32385  0.106
C 0.78027 -2.83244 -3.43869  -0.056
H 0.70985 -2.86885 -4.52900  0.116
C 1.38654 -3.87334 -2.73682  -0.057
H 1.81600 -4.72470 -3.26996  0.116
C 1.42400 -3.83363 -1.33592  -0.058
H 1.87391 -4.65197 -0.77290  0.116
C 0.89658 -2.74600 -0.64660  -0.119
H 0.88489 -2.74898 0.44466  0.091
C -0.54331 -1.62670 6.00764  0.013
C -0.36281 -1.74967 4.51538  -0.656
O 0.63880 -2.24394 4.01722  0.036
O -1.34132 -1.30334 3.74281  -0.297
H -0.93349 -2.56699 6.40260  0.095
H -1.25645 -0.84429 6.27430  0.077
H 0.42593 -1.47574 6.49462  0.094

The total charge is +1. Its spin multiplicity is 5. Its energy relative to the best compared isomer or geometry (same formula, charge and spin) is 0.0 kcal/mol. The expectation value of S² is 6.021. As for the gap between HOMO and LUMO (spin up / spin down): 6.311 / 5.778 eV. The value obtained for the total energy is -54661.1955 eV.



What did the fourth record say?
An isolated ion of composition C16H19N3O8S and charge -2. Source: the OMol25 dataset; level of theory: ωB97M-V/def2-TZVPD.

Last column: Löwdin charge in e.
Atoms and positions in Å:
C -5.35317 -3.14847 -1.28767  0.022
C -5.89319 -2.02930 -0.42942  -0.570
O -6.67640 -2.18556 0.47884  0.068
O -5.38910 -0.87082 -0.81622  0.014
C -5.59451 0.29411 0.00760  -0.101
C -4.36234 0.54676 0.81555  -0.216
C -3.46315 1.51436 0.52199  -0.148
C -3.43317 2.43085 -0.66116  -0.448
O -4.39084 2.77931 -1.32029  0.071
O -2.18807 2.73173 -0.92175  0.124
C -1.25820 2.31116 0.22915  -0.577
O -0.54332 3.22374 0.64892  -0.017
C -0.60902 0.87655 -0.01510  -0.185
N 0.80610 0.94139 0.10271  0.101
C 1.68017 0.15267 -0.57595  -0.481
O 1.31347 -0.80083 -1.23677  0.042
C 3.12649 0.55763 -0.38136  -0.129
C 4.07031 -0.11857 -1.37290  -0.203
C 5.54287 0.12479 -1.03314  -0.183
C 6.05156 -0.63706 0.19197  -0.325
N 5.47328 -0.09236 1.42728  0.011
C 7.64230 -0.52219 0.22190  -0.734
O 8.25024 -1.17741 -0.63485  -0.079
O 8.09537 0.22169 1.10824  -0.085
C -1.40346 0.42310 1.22437  -0.486
S -2.29295 -1.16174 1.20574  0.896
C -3.91281 -0.46621 1.80311  -0.384
N -2.26570 1.60768 1.16603  0.054
H -4.33921 -3.35999 -0.95207  0.087
H -5.96731 -4.03716 -1.17616  0.078
H -5.30869 -2.83227 -2.32538  0.083
H -6.46717 0.11263 0.64616  0.124
H -5.77000 1.12848 -0.67311  0.117
H -0.92022 0.37062 -0.92953  0.151
H 1.10691 1.81707 0.52249  0.134
H 3.44888 0.27840 0.62676  0.097
H 3.20714 1.64400 -0.46140  0.121
H 3.86611 -1.19080 -1.37353  0.107
H 3.86096 0.25444 -2.38099  0.106
H 6.16189 -0.18948 -1.87807  0.106
H 5.70919 1.19336 -0.87134  0.117
H 5.78098 -1.69497 0.09227  0.132
H 6.11837 0.65937 1.69418  0.064
H 5.57614 -0.79332 2.15854  0.066
H -0.79602 0.45431 2.13338  0.112
H -4.59348 -1.30772 1.90011  0.066
H -3.69726 -0.03396 2.78089  0.081

The total charge is -2. Its spin multiplicity is 1. Its SMILES is CC(=O)OCC1=C2C(=O)O[C@]3([O-])[C@@H](NC(=O)CCC[C@H](N)C(=O)[O-])[C@H](SC1)N23. Its energy relative to the best compared isomer or geometry (same formula, charge and spin) is 0.0 kcal/mol. As for the gap between HOMO and LUMO: 6.504 eV. The value obtained for the total energy is -48588.7617 eV.